A single CH2O3 molecule at a distorted geometry. Source: the OMol25 dataset; level of theory: ωB97M-V/def2-TZVPD.

Multiplicity: 1
Highest occupied orbital energy in eV: -11.1
Maximum force in hartree/bohr: 0.066
Structure (SMILES): O=C(O)O
Energy relative to the best compared isomer or geometry (same formula, charge and spin) in kcal/mol: 5.7

```
6
Properties=species:S:1:pos:R:3:forces:R:3:mulliken_charge:R:1
O -0.038 1.261 -0.010 0.5 -0.4 0.4 -0.6010
C 0.013 0.040 0.027 -1.7 2.9 -0.8 0.7517
O 1.120 -0.633 -0.001 0.5 -0.8 0.2 -0.4098
O -1.073 -0.669 -0.018 -2.0 -1.1 0.5 -0.4511
H 1.690 0.134 -0.012 1.5 0.1 0.0 0.3455
H -1.841 -0.045 0.073 1.1 -0.7 -0.2 0.3646
```
Positions in Å, forces in eV/Å.